Computed, not measured: a structure of composition C43H61GeN6PReS5, with ωB97M-V/def2-TZVPD.

Last column: Mulliken charge in e.
Geometry (Å):
H 0.63909 -6.94801 2.83785  0.44
S 0.30760 1.43422 2.61051  -0.49
C 0.39910 1.59125 -0.21642  1.29
C 2.22030 -0.69933 -1.91473  -0.38
H 3.00796 1.68545 -1.47303  -0.31
C -0.74831 5.64556 2.15572  -0.89
C -2.48673 3.96600 0.67370  -0.45
C -1.33289 -4.12730 2.61099  -0.28
C -2.90796 4.48925 1.86197  -0.70
C 1.01954 3.87702 -2.34684  0.40
H -3.91825 4.35498 2.17795  0.53
H 2.92403 2.42308 -4.80905  0.39
H -1.13762 -5.87893 1.44441  0.10
H -1.43721 -4.96423 -3.27155  0.26
C -0.33132 5.06762 0.94940  -0.25
H 2.98514 -0.93488 -2.67208  0.62
H -4.18861 0.17312 2.70134  0.37
S 0.03933 -1.61143 7.62751  -0.18
C 2.78161 3.37461 0.84031  -1.19
H -0.82344 0.43444 -2.32232  -0.39
H 1.15357 5.86259 -1.69607  0.49
H -3.20761 0.52874 -0.21418  -0.41
C 1.68581 -0.47970 3.92462  -0.17
H -1.19596 -2.12751 -4.08051  0.59
N 0.20123 -1.11450 0.46126  0.46
C 3.70528 -1.39488 -0.19759  -1.68
H 0.51747 -5.64577 3.99095  0.31
H 3.52064 4.16956 1.08652  0.36
C -1.72023 2.38334 -2.39784  1.18
C -0.60313 -2.23430 -3.13868  -0.38
H -2.38490 -3.90633 2.33542  0.02
C -2.57570 3.29059 -3.03480  -0.89
H -2.95574 1.38710 2.05252  0.11
H 0.65757 5.23267 0.58694  0.15
H -0.04638 -4.94805 -0.62447  -0.21
H -3.95965 -2.69575 1.61927  0.47
C -3.57184 -2.16202 0.70038  -0.80
H -3.86763 3.53993 -4.75819  0.36
N 3.18207 2.02515 1.24324  0.87
N -1.04061 -3.05675 -0.81855  0.88
C 0.39626 -5.87796 2.92511  -0.94
H -4.65758 1.13539 0.38329  0.77
H -1.82569 -6.17589 3.05070  0.39
C 1.39614 -5.00930 2.17109  -0.72
C -3.98636 0.32645 0.51620  -0.05
C -3.09128 1.51887 -4.62343  -0.78
N -2.25531 -1.55799 1.00174  1.14
H -0.12699 6.40792 2.61194  0.49
H 4.48344 -1.10392 0.42190  0.47
H -2.56964 4.32425 -2.75378  0.56
C -1.06241 -5.57508 2.49691  -0.47
H -5.42308 -1.21675 0.91026  0.48
H -2.41479 -1.16321 3.07860  0.36
C 2.49412 3.22098 -4.14256  -0.42
C 2.44170 5.54319 -3.39525  -0.63
Re 1.20105 0.33556 0.74255  0.53
P -0.80907 -2.30472 0.62518  -1.59
C -2.25883 -0.61679 2.11319  1.63
H -3.11470 3.30333 0.04504  0.34
S 2.75280 -0.88467 2.58215  -0.43
Ge -0.44545 3.16661 -1.17985  1.72
C -3.40551 0.39642 1.95515  -0.64
C 4.26941 1.56410 0.32219  -1.26
H 4.42369 2.88676 2.77365  0.41
H 4.46499 0.60007 -1.72157  0.65
H -2.35478 5.79551 3.49434  0.43
H 1.63150 -1.58813 -1.63335  0.13
H -2.45238 -2.92060 -2.32471  0.38
H -3.39711 -2.94086 -0.02495  0.40
C 3.75068 2.08052 2.60445  -1.45
H -4.85733 -1.18621 -0.76840  0.37
H 1.66893 -2.86131 1.71547  -1.23
C -1.60355 -2.31918 -2.02545  -0.69
C -0.50211 -4.71034 -2.62366  -0.98
C 3.00159 4.53596 -4.21411  -0.67
H -3.52821 1.16063 -5.55485  0.41
C -1.16157 4.22107 0.22155  0.29
H -0.04407 -1.33568 -3.07182  -0.24
S 1.88316 -1.49284 5.31047  -0.11
H 2.96156 2.31262 3.33556  0.27
H 1.01615 -3.23832 3.21822  -0.09
H 1.79982 3.58288 1.32045  0.21
H 0.51732 -3.76175 -4.20455  0.56
C -1.54854 1.06665 -2.81411  0.29
N 2.85522 -0.20035 -0.64928  -0.23
H -1.70696 -5.07778 -0.87022  0.47
H 1.45168 -5.33449 1.08761  0.18
H 4.09525 -1.78192 -1.11969  0.43
H 1.20422 -3.48446 -2.59396  0.09
H 4.97858 2.36348 0.10577  0.42
N -0.36901 -3.38411 1.74035  0.38
C 0.27247 -3.53979 -3.16702  -0.63
S -0.29582 0.34089 5.40387  -0.02
C -3.26042 2.83082 -4.16334  -0.93
H 4.21010 1.14746 2.84853  0.58
H 0.88951 1.98524 -3.34348  0.24
H 3.03798 -2.13538 0.23063  0.41
C 1.54621 5.18106 -2.40948  -0.51
C 0.98075 -3.55559 2.19794  1.33
H 3.75462 4.80249 -4.95054  0.42
H 1.54855 0.08715 -2.30947  -0.50
H 2.61602 3.45849 -0.23539  0.22
C -2.04192 5.30566 2.59275  -0.62
H 0.12376 -5.59864 -2.72189  0.54
C 0.69315 0.40062 3.97762  0.43
H -1.14916 -3.82603 3.68211  0.40
H 4.81846 0.83580 0.89463  0.55
H 2.68627 6.59053 -3.55403  0.43
C 3.71638 0.94784 -0.99786  0.12
H -2.00634 -1.37189 -1.74058  0.23
C 1.47482 2.90671 -3.22908  -0.64
C -0.88315 -4.48990 -1.15698  -0.24
C 0.54720 -0.96843 6.19817  0.12
H -2.16550 -0.39752 -4.23121  0.26
C -4.58414 -1.04634 0.28589  -1.39
H -1.28310 -0.17860 2.08552  -2.28
H 2.38105 -5.05925 2.62754  0.43
C -2.30029 0.59540 -3.89227  -0.60

Properties
Frontier orbital gap ... 6.0 eV
Largest force on an atom ... 0.0531 hartree/bohr
Energy relative to the best compared isomer or geometry (same formula, charge and spin) ... 0.000 eV
Charge ... +1
LUMO energy ... -3.26 eV
HOMO level ... -9.3 eV